Record 1
This record from OMol25 describes a structure of composition C3H3CoO2 at a distorted geometry. The level of theory is ωB97M-V with the def2-TZVPD basis set.

For the molar mass, the calculation gives 129.988 g/mol. Its expectation value of S² is 3.77. The LUMO energy (alpha / beta) comes out at 0.152 / 0.143 Eh. The gap between HOMO and LUMO (alpha / beta) is 5.981 / 6.772 eV. As for the total charge: -1. Its spin multiplicity is 4. The energy relative to the best compared isomer or geometry (same formula, charge and spin) comes out at 26.85 kcal/mol.

Last column: Mulliken charge in e.
Element x y z (Å)
H  1.74  -3.33  0.25  0.287
O  1.76  -0.93  1.40  -0.030
O  2.24  -0.85  3.51  -0.175
C  0.89  -2.67  0.05  -0.615
C  0.74  -1.51  0.71  -0.033
C  2.22  -1.63  2.54  -0.794
H  -0.04  -0.82  0.39  0.302
H  -0.15  -3.09  0.28  0.183
Co  1.77  0.95  3.98  -0.126

Record 2
This record from OMol25 describes an isolated molecule of C3H4Br2O at a distorted geometry. The level of theory is ωB97M-V with the def2-TZVPD basis set.

For the molar mass, the calculation gives 215.872 g/mol. The LUMO energy comes out at 0.025 Eh. The gap between HOMO and LUMO is 10.840 eV. As for the total charge: 0. Its spin multiplicity is 1. The energy relative to the best compared isomer or geometry (same formula, charge and spin) comes out at 22.28 kcal/mol.

Last column: Mulliken charge in e.
Element x y z (Å)
C  1.02  -0.79  0.44  -1.160
C  0.05  0.34  0.27  0.625
Br  -0.23  1.47  1.77  -0.173
O  0.24  1.10  -0.97  -0.334
C  -1.06  0.55  -0.75  -0.164
Br  -1.80  -0.80  -1.91  -0.135
H  2.02  -0.42  0.67  0.319
H  1.03  -1.29  -0.45  0.393
H  0.63  -1.52  1.14  0.337
H  -1.90  1.36  -0.22  0.293

Record 3
This record from OMol25 describes a structure of composition C20H42As3IrN2O at a distorted geometry. The level of theory is ωB97M-V with the def2-TZVPD basis set.

For the molar mass, the calculation gives 743.552 g/mol. Its expectation value of S² is 8.77. The LUMO energy (alpha / beta) comes out at -0.256 / -0.404 Eh. The gap between HOMO and LUMO (alpha / beta) is 9.210 / 5.586 eV. As for the total charge: +3. Its spin multiplicity is 6. The energy relative to the best compared isomer or geometry (same formula, charge and spin) comes out at 3.48 kcal/mol.

Last column: Mulliken charge in e.
Element x y z (Å)
Ir  -0.64  0.69  -0.85  1.178
C  2.84  2.09  -1.64  -1.316
As  1.91  0.45  -1.12  0.666
C  2.61  -0.99  -2.21  -1.112
C  2.66  0.11  0.72  -2.252
C  2.19  -0.74  1.93  2.211
C  3.35  -0.63  2.93  -1.971
C  0.96  -0.15  2.53  -1.792
As  -0.67  0.07  1.52  0.577
C  -1.36  -1.66  1.64  -1.393
C  -1.82  1.01  2.75  -1.244
C  2.06  -2.22  1.54  -1.408
As  1.80  -3.59  2.96  0.532
C  3.31  -4.24  3.96  -0.898
C  1.13  -5.17  1.97  -1.093
H  3.88  2.01  -1.29  0.449
H  2.42  2.95  -1.20  0.387
H  2.84  2.10  -2.67  0.517
H  3.67  -1.17  -2.00  0.413
H  2.32  -0.66  -3.23  0.458
H  2.08  -1.98  -1.90  0.295
H  2.66  1.18  1.08  0.491
H  3.69  -0.03  0.52  0.824
H  3.46  0.40  3.09  0.591
H  4.30  -1.07  2.59  0.350
H  2.95  -1.02  3.90  0.483
H  1.29  0.87  2.93  0.504
H  0.61  -0.67  3.44  0.654
H  -1.25  -2.08  2.66  0.507
H  -0.94  -2.37  0.91  0.344
H  -2.39  -1.59  1.42  0.493
H  -2.09  0.54  3.68  0.463
H  -2.71  1.37  2.20  0.389
H  -1.34  1.92  3.00  0.473
H  2.94  -2.54  0.96  0.797
H  1.17  -2.31  0.93  0.136
H  3.21  -3.89  5.01  0.379
H  4.13  -3.77  3.39  0.332
H  3.33  -5.33  4.08  0.412
H  1.83  -5.27  1.09  0.420
H  0.16  -5.07  1.60  0.380
H  1.20  -6.01  2.72  0.408
C  -3.48  -2.24  -1.69  -1.705
C  -2.94  -0.86  -2.01  1.741
C  -3.73  0.19  -1.29  -1.616
C  -3.04  -0.56  -3.50  -1.735
O  -1.57  -0.82  -1.57  -0.597
H  -4.39  -2.46  -2.16  0.471
H  -3.53  -2.32  -0.60  0.319
H  -2.82  -3.00  -2.13  0.403
H  -4.78  -0.01  -1.45  0.508
H  -3.52  1.22  -1.61  0.316
H  -3.61  0.18  -0.21  0.346
H  -4.11  -0.59  -3.78  0.439
H  -2.52  -1.29  -4.02  0.492
H  -2.71  0.43  -3.72  0.313
N  -1.77  6.44  -2.99  -0.417
C  -1.43  5.30  -2.45  1.022
C  -1.46  4.08  -3.24  -0.952
C  -1.09  2.93  -2.63  -0.309
N  -0.90  2.79  -1.28  -0.094
C  -0.92  3.92  -0.52  -0.327
C  -1.17  5.16  -1.03  -0.792
H  -1.89  6.69  -4.01  0.263
H  -1.96  7.21  -2.37  0.229
H  -1.68  4.16  -4.30  0.358
H  -1.01  1.99  -3.16  0.547
H  -0.63  3.89  0.53  0.394
H  -1.09  6.02  -0.36  0.349

Record 4
This record from OMol25 describes a cluster of 2 separate species, C3H3BrN2S in total at a distorted geometry. The level of theory is ωB97M-V with the def2-TZVPD basis set.

For the molar mass, the calculation gives 179.042 g/mol. The LUMO energy (alpha / beta) comes out at -0.044 / -0.061 Eh. The gap between HOMO and LUMO (alpha / beta) is 7.386 / 7.024 eV. As for the total charge: 0. Its spin multiplicity is 1. The energy relative to the best compared isomer or geometry (same formula, charge and spin) comes out at 89.98 kcal/mol.

Last column: Mulliken charge in e.
Element x y z (Å)
C  -0.26  -1.11  -0.31  -0.423
C  -1.03  -0.06  -0.72  -0.260
C  1.35  0.33  0.10  0.693
N  0.99  -0.89  0.02  -0.468
N  2.53  0.94  0.24  -0.565
S  -0.06  1.35  -0.33  -0.148
Br  4.00  -0.06  -0.14  -0.001
H  -0.47  -2.12  -0.40  0.460
H  -1.87  -0.03  -1.32  0.436
H  2.94  1.45  1.80  0.276

Record 5
This record from OMol25 describes an isolated molecule of CH2O2S at a distorted geometry. The level of theory is ωB97M-V with the def2-TZVPD basis set.

For the molar mass, the calculation gives 78.092 g/mol. The LUMO energy comes out at 0.008 Eh. The gap between HOMO and LUMO is 9.620 eV. As for the total charge: 0. Its spin multiplicity is 1. The energy relative to the best compared isomer or geometry (same formula, charge and spin) comes out at 52.95 kcal/mol.

Last column: Mulliken charge in e.
Element x y z (Å)
O  2.23  0.52  0.23  -0.326
C  1.08  0.48  0.07  0.180
S  -0.07  -1.25  0.37  0.022
O  -1.54  -0.46  0.03  -0.502
H  0.22  1.16  0.13  0.290
H  -1.92  -0.45  -0.82  0.334

Record 6
This record from OMol25 describes a structure of composition C31H41BBiNO4PS6. The level of theory is ωB97M-V with the def2-TZVPD basis set.

For the molar mass, the calculation gives 934.840 g/mol. The LUMO energy comes out at 0.083 Eh. The gap between HOMO and LUMO is 6.184 eV. As for the total charge: -1. Its spin multiplicity is 1. The energy relative to the best compared isomer or geometry (same formula, charge and spin) comes out at 0.00 kcal/mol.

Last column: Mulliken charge in e.
Element x y z (Å)
Bi  -0.77  0.99  0.20  0.161
S  0.10  4.11  0.53  -0.271
C  0.31  4.42  2.21  0.583
C  0.30  5.77  2.65  -0.781
C  0.34  6.11  3.98  -0.452
C  0.39  5.12  4.97  -0.621
C  0.45  3.80  4.57  -0.430
C  0.45  3.44  3.22  -0.188
S  0.62  1.68  2.91  -0.184
C  2.42  1.55  2.46  -0.999
C  2.83  1.27  1.03  0.227
C  4.00  0.57  0.73  -0.406
C  4.33  0.38  -0.61  -0.688
C  3.50  0.87  -1.60  -0.543
C  2.35  1.56  -1.21  0.424
C  1.37  2.16  -2.17  -1.088
S  -0.23  1.16  -2.42  0.010
C  -1.29  2.53  -2.89  0.172
C  -1.06  3.03  -4.17  -0.434
C  -1.76  4.13  -4.63  -0.731
C  -2.70  4.73  -3.80  -0.541
C  -2.96  4.21  -2.55  -0.764
C  -2.27  3.10  -2.05  0.630
S  -2.77  2.51  -0.49  -0.424
N  2.06  1.75  0.07  0.355
H  0.24  6.54  1.89  0.386
H  0.32  7.15  4.27  0.342
H  0.38  5.38  6.02  0.351
H  0.49  3.01  5.31  0.377
H  2.82  0.78  3.12  0.485
H  2.84  2.52  2.76  0.472
H  4.63  0.18  1.52  0.487
H  5.23  -0.16  -0.87  0.400
H  3.72  0.72  -2.65  0.469
H  1.79  2.27  -3.17  0.563
H  1.02  3.12  -1.78  0.350
H  -0.32  2.55  -4.80  0.427
H  -1.56  4.52  -5.62  0.376
H  -3.24  5.61  -4.15  0.355
H  -3.70  4.67  -1.91  0.450
C  -5.65  -0.22  -0.44  -1.899
C  -4.60  -1.31  -0.64  1.613
C  -5.01  -2.22  -1.79  -1.906
O  -3.37  -0.65  -0.99  -0.732
B  -2.58  -0.58  0.13  1.496
O  -3.09  -1.31  1.16  -0.599
C  -4.23  -2.06  0.68  1.843
C  -5.31  -2.04  1.75  -1.956
C  -3.77  -3.49  0.44  -1.788
H  -5.72  0.37  -1.36  0.471
H  -5.35  0.46  0.36  0.311
H  -6.62  -0.65  -0.22  0.351
H  -5.26  -1.59  -2.65  0.469
H  -5.89  -2.81  -1.52  0.355
H  -4.20  -2.88  -2.08  0.355
H  -5.50  -1.03  2.11  0.343
H  -4.97  -2.64  2.60  0.463
H  -6.23  -2.47  1.37  0.349
H  -2.95  -3.51  -0.28  0.129
H  -4.59  -4.12  0.09  0.305
H  -3.38  -3.89  1.37  0.572
C  4.20  -4.29  -2.13  -1.694
C  3.14  -3.22  -1.93  1.728
C  2.87  -2.43  -3.20  -1.199
O  1.94  -3.87  -1.53  -0.466
P  1.16  -3.42  -0.18  0.442
S  -0.40  -4.58  -0.03  -0.569
S  1.08  -1.41  -0.18  -0.179
O  2.26  -3.85  0.95  -0.470
C  2.88  -2.99  1.89  2.091
C  2.13  -3.04  3.21  -1.533
C  4.33  -3.43  2.03  -1.604
H  5.17  -3.84  -2.37  0.359
H  3.90  -4.95  -2.95  0.390
H  4.29  -4.89  -1.23  0.377
H  3.46  -2.52  -1.15  -0.384
H  2.52  -3.11  -3.98  0.432
H  3.78  -1.93  -3.54  0.330
H  2.10  -1.68  -3.01  -0.094
H  2.83  -1.96  1.51  -0.920
H  2.05  -4.08  3.56  0.366
H  1.13  -2.64  3.09  0.273
H  2.66  -2.46  3.97  0.403
H  4.37  -4.46  2.38  0.365
H  4.85  -2.79  2.75  0.397
H  4.84  -3.36  1.07  0.307

Record 7
This record from OMol25 describes an isolated molecule of C3H8Cl2NP at a distorted geometry. The level of theory is ωB97M-V with the def2-TZVPD basis set.

For the molar mass, the calculation gives 159.984 g/mol. The LUMO energy comes out at 0.030 Eh. The gap between HOMO and LUMO is 8.878 eV. As for the total charge: 0. Its spin multiplicity is 1. The energy relative to the best compared isomer or geometry (same formula, charge and spin) comes out at 19.54 kcal/mol.

Last column: Mulliken charge in e.
Element x y z (Å)
C  1.36  -0.89  -0.20  -1.092
N  0.45  0.20  -0.18  0.195
C  1.12  1.51  -0.14  -0.939
P  -1.12  -0.01  -0.93  0.129
Cl  -1.89  1.73  -0.66  -0.181
C  -1.98  -0.99  0.66  -0.503
Cl  -3.73  -1.27  0.19  -0.180
H  1.10  -1.40  0.75  0.294
H  1.12  -1.60  -0.99  0.325
H  2.38  -0.57  -0.27  0.412
H  0.59  2.45  -0.19  0.256
H  1.87  1.63  0.68  0.333
H  1.89  1.48  -0.95  0.356
H  -1.34  -1.87  0.57  0.258
H  -1.82  -0.39  1.64  0.338

Record 8
This record from OMol25 describes an isolated molecule of C4H10N2O2Si at a distorted geometry. The level of theory is ωB97M-V with the def2-TZVPD basis set.

For the molar mass, the calculation gives 146.222 g/mol. The LUMO energy comes out at 0.010 Eh. The gap between HOMO and LUMO is 8.764 eV. As for the total charge: 0. Its spin multiplicity is 1. The energy relative to the best compared isomer or geometry (same formula, charge and spin) comes out at 57.24 kcal/mol.

Last column: Mulliken charge in e.
Element x y z (Å)
C  1.74  1.97  1.03  -0.218
N  0.59  1.58  1.36  -0.438
Si  -0.39  0.26  0.09  0.450
N  -0.30  0.64  -1.54  -0.306
C  -0.46  1.73  -2.16  -0.235
O  0.29  -1.21  0.20  -0.261
C  1.34  -1.87  -0.42  -0.744
O  -1.68  0.07  1.05  -0.269
C  -2.22  -1.22  1.25  -0.504
H  2.39  2.49  1.75  0.275
H  2.18  1.84  -0.01  0.156
H  -0.06  1.87  -3.16  0.253
H  -0.95  2.64  -1.80  0.251
H  1.99  -2.27  0.34  0.291
H  2.00  -1.20  -0.87  0.308
H  0.87  -2.56  -1.02  0.298
H  -3.25  -1.30  0.65  0.192
H  -2.53  -1.47  2.30  0.246
H  -1.54  -1.98  0.97  0.252

> Which value of energy relative to the best compared isomer or geometry (same formula, charge and spin) does entry 7 give?

19.54 kcal/mol

> What is the total charge in the seventh record?

0

> total charge of number 2 (C3H4Br2O)?

0